No. 1
Density functional theory data (ωB97M-V with the def2-TZVPD basis set) for a molecular structure, C44H58N5O3Ti in a non-equilibrium geometry.

As for the energy relative to the best compared isomer or geometry (same formula, charge and spin): 37.8 kcal/mol. The lowest unoccupied orbital energy (alpha / beta) is 0.08894 / 0.06390 Eh. As for the multiplicity: 3. For the HOMO energy (alpha / beta), the calculation gives -1.825 / -3.553 eV. The charge is -1. The value obtained for the calculated total energy is -83279.686 eV.

Each line ends with the Mulliken spin population.
Cartesian coordinates (Å):
Ti (-0.047, -0.752, 0.871)  0.033
C (4.868, -0.942, -3.489)  -0.001
C (4.665, -1.779, -2.190)  -0.006
C (3.734, -1.080, -1.233)  -0.054
C (4.087, 0.190, -0.659)  0.208
C (5.357, 1.046, -0.734)  0.004
C (5.276, 2.320, -1.660)  0.020
C (2.959, 0.526, 0.155)  -0.203
N (2.000, -0.525, 0.147)  0.005
C (2.470, -1.445, -0.753)  0.224
C (1.633, -2.682, -1.096)  0.018
C (0.443, -2.225, -1.907)  0.282
C (0.003, -2.561, -3.214)  -0.027
C (0.535, -3.668, -4.132)  -0.003
C (2.012, -3.341, -4.492)  -0.003
C (-0.966, -1.623, -3.523)  0.098
C (-1.174, -0.841, -2.371)  -0.117
C (-2.240, 0.042, -2.197)  0.413
C (-2.592, 0.557, -0.940)  -0.034
N (-1.664, 0.782, 0.047)  0.120
C (-2.352, 1.296, 1.146)  0.016
C (-1.799, 1.828, 2.271)  0.094
C (-0.421, 2.077, 2.302)  0.081
N (0.460, 1.443, 1.436)  0.121
C (1.684, 2.053, 1.602)  -0.115
C (2.820, 1.741, 0.843)  0.356
C (1.586, 3.038, 2.679)  0.046
C (0.288, 3.047, 3.097)  -0.031
C (-0.453, 3.794, 4.195)  -0.001
C (-1.670, 4.575, 3.640)  0.011
C (2.707, 3.926, 3.126)  0.011
C (2.555, 5.389, 2.669)  0.005
C (-3.758, 1.251, 0.862)  0.014
C (-3.923, 0.737, -0.428)  0.057
C (-5.087, 0.647, -1.344)  0.028
C (-5.288, 1.918, -2.182)  0.004
C (-4.798, 1.869, 1.741)  0.006
C (-4.918, 3.382, 1.477)  0.004
N (-0.285, -1.270, -1.327)  0.041
C (-1.871, -1.545, -4.742)  -0.004
C (-1.865, -0.245, -5.544)  0.013
H (4.948, -1.568, -4.369)  0.001
H (5.824, -0.347, -3.421)  0.000
H (4.084, -0.194, -3.661)  0.001
H (5.657, -1.897, -1.734)  0.000
H (4.254, -2.763, -2.498)  -0.002
H (6.207, 0.376, -1.039)  0.004
H (5.492, 1.393, 0.310)  0.007
H (4.889, 2.068, -2.654)  -0.003
H (6.292, 2.811, -1.741)  0.000
H (4.558, 3.091, -1.283)  -0.001
H (2.283, -3.424, -1.661)  -0.018
H (-0.069, -3.787, -5.035)  0.002
H (0.512, -4.652, -3.557)  0.001
H (2.548, -2.735, -3.758)  0.013
H (1.976, -2.718, -5.387)  0.002
H (2.685, -4.237, -4.609)  0.000
H (-2.975, 0.118, -3.009)  0.115
H (-2.388, 2.053, 3.151)  -0.023
H (3.663, 2.485, 0.797)  0.107
H (0.247, 4.490, 4.663)  0.000
H (-0.724, 3.000, 4.909)  -0.005
H (-1.350, 5.144, 2.752)  0.001
H (-2.169, 5.232, 4.336)  0.001
H (-2.410, 3.870, 3.314)  -0.010
H (3.658, 3.502, 2.784)  -0.001
H (2.762, 3.867, 4.228)  0.003
H (2.269, 5.457, 1.624)  0.001
H (3.519, 5.889, 2.776)  -0.001
H (1.817, 5.910, 3.222)  -0.001
H (-6.006, 0.375, -0.783)  0.003
H (-4.790, -0.213, -1.995)  -0.007
H (-6.308, 2.297, -2.013)  -0.003
H (-5.085, 1.753, -3.262)  0.001
H (-4.548, 2.679, -1.835)  0.002
H (-4.644, 1.618, 2.811)  -0.002
H (-5.789, 1.418, 1.468)  0.001
H (-3.947, 3.881, 1.487)  0.000
H (-5.577, 3.798, 2.266)  0.000
H (-5.441, 3.596, 0.539)  0.000
H (-2.894, -1.810, -4.397)  0.011
H (-1.626, -2.384, -5.436)  0.001
H (-2.079, 0.621, -4.905)  0.000
H (-2.493, -0.394, -6.420)  -0.001
H (-0.815, -0.066, -5.822)  -0.005
C (-3.851, -1.786, 2.326)  0.010
C (-2.702, -2.235, 1.477)  -0.002
C (-2.582, -3.727, 1.228)  -0.002
O (-1.863, -1.430, 1.009)  0.016
H (-4.586, -1.375, 1.644)  0.000
H (-3.542, -1.114, 3.124)  -0.003
H (-4.301, -2.664, 2.765)  0.001
H (-2.109, -4.234, 2.062)  0.001
H (-2.063, -3.924, 0.279)  0.001
H (-3.561, -4.154, 1.160)  0.001
C (3.103, -4.888, 0.590)  0.002
C (1.589, -4.753, 0.548)  -0.001
C (1.124, -3.373, 0.274)  0.039
N (0.439, -2.746, 1.095)  0.010
H (3.442, -5.299, 1.589)  0.000
H (3.601, -3.898, 0.478)  0.000
H (3.563, -5.641, -0.065)  0.000
H (1.178, -5.108, 1.521)  0.002
H (1.076, -5.496, -0.186)  -0.001
C (0.577, -0.671, 5.045)  0.000
C (-0.488, -0.657, 3.948)  -0.006
O (-1.710, -0.394, 4.063)  0.007
O (0.148, -0.801, 2.775)  -0.003
H (0.901, -1.703, 5.181)  0.000
H (0.120, -0.361, 5.996)  0.000
H (1.515, -0.118, 4.771)  -0.001

***

No. 2
Density functional theory data (ωB97M-V with the def2-TZVPD basis set) for 6 unconnected molecules or ions with the total composition C44H59FN11O2P2 in a non-equilibrium geometry.

The lowest unoccupied orbital energy is -0.11165 Eh. As for the multiplicity: 1. For the HOMO energy, the calculation gives -10.452 eV. The charge is +1. The value obtained for the calculated total energy is -88338.959 eV.

Each line ends with the Löwdin charge.
Cartesian coordinates (Å):
C (5.871, 0.260, -1.249)  -0.109
C (5.611, -1.283, -0.672)  -0.127
C (6.499, -1.755, 0.641)  -0.024
C (6.333, -3.287, 1.287)  -0.044
C (5.222, -4.299, 0.610)  -0.071
C (4.342, -3.786, -0.715)  -0.021
C (4.510, -2.299, -1.408)  -0.126
C (3.638, -1.875, -2.738)  -0.115
C (2.359, -0.983, -2.210)  -0.081
N (2.292, 0.482, -1.806)  0.103
C (0.865, 0.841, -1.405)  -0.152
N (0.457, 2.076, -0.967)  -0.158
P (1.763, 3.334, -0.845)  0.745
N (1.830, 4.194, -2.215)  -0.289
C (-0.940, 2.478, -0.552)  -0.273
C (-1.281, 1.780, 0.902)  -0.041
F (-1.983, 2.289, -1.587)  -0.061
N (-0.004, -0.386, -1.558)  -0.079
O (-1.312, -0.615, -1.350)  -0.095
C (-2.047, -0.754, -2.630)  -0.126
C (-3.690, -0.691, -2.460)  -0.191
N (-4.192, -1.116, -1.096)  -0.084
C (-5.694, -0.925, -1.081)  -0.186
C (-6.254, -0.447, 0.417)  -0.340
C (-5.622, 1.030, 0.877)  -0.083
O (-5.874, -1.489, 1.396)  -0.114
N (0.913, -1.371, -1.989)  -0.206
P (0.616, -3.095, -2.333)  0.901
C (0.406, -3.459, -4.196)  -0.302
C (-0.806, -3.798, -1.270)  -0.297
H (4.881, 0.872, -1.369)  0.047
H (6.589, 0.816, -0.491)  0.085
H (6.407, 0.113, -2.299)  0.094
H (7.308, -1.040, 1.146)  0.098
H (7.020, -3.549, 2.202)  0.090
H (5.107, -5.370, 1.069)  0.081
H (3.565, -4.591, -1.128)  0.080
H (4.283, -1.223, -3.496)  0.145
H (3.343, -2.868, -3.284)  0.099
H (1.423, 4.120, 0.336)  0.017
H (3.021, 2.666, -0.510)  0.022
H (1.617, 5.174, -1.926)  -0.031
H (-0.897, 3.652, -0.341)  0.158
H (-1.113, 0.623, 0.939)  0.087
H (-0.497, 2.246, 1.672)  0.102
H (-2.345, 2.103, 1.334)  0.102
H (-1.750, 0.099, -3.401)  0.152
H (-1.823, -1.783, -3.181)  0.093
H (-4.025, 0.385, -2.785)  0.120
H (-4.149, -1.443, -3.265)  0.145
H (-3.709, -0.618, -0.316)  0.095
H (-6.090, -0.111, -1.835)  0.124
H (-6.163, -1.976, -1.395)  0.112
H (-7.416, -0.287, 0.355)  0.147
H (-4.604, 0.771, 1.439)  0.073
H (-6.320, 1.609, 1.619)  0.083
H (-5.392, 1.726, -0.047)  0.069
H (-6.730, -1.703, 1.879)  0.111
H (1.334, -3.001, -4.768)  0.056
H (-0.568, -2.977, -4.632)  0.040
H (0.429, -4.621, -4.407)  0.077
H (-1.879, -3.569, -1.727)  0.057
H (-0.767, -3.249, -0.215)  0.073
H (-0.707, -4.945, -1.057)  0.065
N (-7.870, -2.379, -3.293)  0.046
C (-8.554, -3.277, -2.551)  -0.153
C (-9.628, -4.012, -3.027)  -0.073
C (-10.030, -3.811, -4.343)  -0.074
C (-9.347, -2.891, -5.132)  -0.073
C (-8.283, -2.207, -4.567)  -0.149
H (-8.204, -3.395, -1.529)  0.096
H (-10.139, -4.722, -2.387)  0.104
H (-10.869, -4.368, -4.751)  0.108
H (-9.636, -2.712, -6.161)  0.104
H (-7.716, -1.481, -5.143)  0.101
N (3.586, 4.858, 1.655)  0.020
C (3.732, 5.017, 2.988)  -0.144
C (4.530, 5.991, 3.565)  -0.064
C (5.225, 6.855, 2.725)  -0.063
C (5.096, 6.715, 1.347)  -0.069
C (4.271, 5.712, 0.865)  -0.163
H (3.172, 4.317, 3.602)  0.102
H (4.608, 6.075, 4.643)  0.078
H (5.861, 7.631, 3.141)  0.111
H (5.625, 7.372, 0.666)  0.106
H (4.135, 5.565, -0.203)  0.090
N (8.077, -8.079, -0.147)  0.058
C (7.071, -7.194, -0.320)  -0.156
C (5.813, -7.539, -0.787)  -0.090
C (5.570, -8.872, -1.099)  -0.080
C (6.586, -9.807, -0.934)  -0.076
C (7.811, -9.367, -0.458)  -0.146
H (7.311, -6.166, -0.066)  0.087
H (5.042, -6.786, -0.904)  0.071
H (4.596, -9.180, -1.469)  0.104
H (6.429, -10.854, -1.169)  0.103
H (8.635, -10.058, -0.308)  0.104
N (5.120, 4.385, 6.740)  0.049
C (4.150, 5.024, 7.429)  -0.157
C (3.614, 4.558, 8.619)  -0.074
C (4.099, 3.361, 9.134)  -0.076
C (5.097, 2.678, 8.447)  -0.074
C (5.572, 3.226, 7.266)  -0.148
H (3.802, 5.952, 6.984)  0.095
H (2.837, 5.115, 9.131)  0.103
H (3.702, 2.964, 10.064)  0.108
H (5.495, 1.742, 8.822)  0.103
H (6.353, 2.732, 6.695)  0.102
N (-6.871, 4.086, -0.165)  0.050
C (-8.014, 4.751, 0.113)  -0.144
C (-8.063, 6.097, 0.439)  -0.072
C (-6.867, 6.807, 0.485)  -0.076
C (-5.674, 6.149, 0.205)  -0.077
C (-5.727, 4.802, -0.113)  -0.159
H (-8.920, 4.153, 0.067)  0.103
H (-9.010, 6.580, 0.651)  0.104
H (-6.866, 7.863, 0.738)  0.108
H (-4.725, 6.674, 0.234)  0.100
H (-4.823, 4.246, -0.344)  0.089